[1]
30
Properties=species:S:1:pos:R:3:forces:R:3 method="wB97M-V/def2-TZVPD" relative_energy_kj_mol=260.6 charge=+1 orbital_gap_ev=8.7603
C -2.76251 -0.25137 -1.07979 -0.9490 0.1457 0.9934
C -2.57518 0.91496 -0.45524 -0.8094 0.6335 -2.7427
C -0.50415 0.45780 0.31004 1.0688 -0.8416 -0.3318
C -0.17984 -0.33344 -0.91600 0.5110 0.2732 -1.8900
C 0.16658 -1.05291 2.06603 -0.1082 -1.1357 1.5622
C 0.40752 1.40797 2.45592 0.9273 1.4334 0.0277
C 1.94188 0.34290 0.98599 -0.1639 2.5419 -1.6809
C 0.00381 0.35656 -2.29296 3.0274 0.6222 0.9748
C 0.52064 0.28926 1.41356 -0.1457 0.9147 1.0531
N -1.56143 1.10812 0.42867 -0.7133 1.1981 1.0473
N 0.10761 -1.60687 -0.88315 -1.8484 1.6764 2.1282
N 0.23614 -0.73629 -3.26778 -0.5826 1.4540 -0.1756
H -3.63104 -0.43310 -1.70201 0.3679 -0.0904 -0.2073
H -3.17071 1.74281 -0.87856 0.4051 0.0725 1.1672
H 0.29057 -1.07653 3.18932 0.5685 0.3252 -1.1863
H -0.92246 -1.18585 2.06233 0.0377 -0.3947 -0.5341
H 0.73228 -1.94086 1.67021 -0.7150 0.8677 0.2392
H 1.02059 2.35830 2.25758 -0.8570 -1.5166 -0.1522
H 0.70853 1.06574 3.43231 0.5360 -0.3643 0.1994
H -0.58370 1.70948 2.61438 -1.5548 0.5290 -0.0204
H 2.54098 0.30471 1.81753 1.4181 0.4464 2.2743
H 2.26992 1.20654 0.34212 -0.7081 -0.3306 0.9315
H 2.29802 -0.44510 0.47563 0.7405 -3.3181 -2.1857
H 1.01268 0.89804 -2.29905 -1.2041 -0.4096 0.5052
H -0.73878 1.18478 -2.33585 0.1524 -0.9704 -0.6390
H 0.34133 -0.41563 -4.22945 0.9215 0.6109 0.2728
H 0.59363 -1.95591 -1.66315 0.3250 -1.1277 -1.4704
H -0.65848 -1.11368 -3.39627 -1.8416 -1.5203 0.0350
H -2.21939 -1.03249 -0.61935 -0.2747 -1.2807 -0.0525
H -0.48501 -2.12273 -0.22078 1.4687 -0.4441 -0.1424

=====

[2]
32
Properties=species:S:1:pos:R:3:forces:R:3 method="wB97M-V/def2-TZVPD" relative_energy_kj_mol=0.0 charge=+1 multiplicity=3 orbital_gap_ev="7.2635 / 6.9022" s_squared=2.0115
C -0.40679 0.65481 -1.39409 2.3738 -3.9777 -1.6650
C 1.27055 -0.54044 -2.51383 1.1282 -0.5143 -1.5561
C -0.60029 -0.79032 -1.30793 -3.6686 -0.1095 -3.7337
C -1.97649 -1.34835 -1.10267 -0.3255 -1.2719 -0.3729
C 1.31473 1.90916 -2.52211 1.8208 0.9572 -0.1642
C 0.48700 -0.66100 3.07547 2.0447 0.4800 -1.0498
C 0.81358 1.19993 1.63609 2.2846 0.5173 -0.6915
C -1.42284 0.36428 1.83763 -1.1464 0.4587 1.0596
C 0.13325 -0.94232 0.64766 2.3405 -2.1323 3.6395
N 0.32496 -1.47349 -2.07636 -1.4127 1.5083 1.8986
N 0.78335 0.70144 -2.07957 0.8331 -1.4448 -0.4629
N 0.01878 -0.01574 1.80553 -0.9200 -0.8146 -1.3052
O -0.96308 1.58066 -0.90548 -1.8100 2.2104 1.2391
O 2.25173 -0.79621 -3.19909 -1.3139 0.7341 1.1501
H -1.96487 -2.10902 -0.31679 -0.1635 -0.2468 -0.0996
H -2.39775 -1.87039 -2.01740 0.5916 0.7409 0.8702
H -2.71214 -0.62342 -0.75795 0.2714 0.3280 -0.2431
H 2.35520 1.82490 -2.77225 0.6822 -0.3805 0.2458
H 0.90597 2.23511 -3.43235 -1.1550 0.6223 -1.0906
H 1.21892 2.62751 -1.74517 -0.2227 0.8533 0.4281
H 0.04055 -1.66012 3.20504 0.5247 0.4229 -0.1304
H 1.64235 -0.56963 2.84554 -2.1844 -1.0713 1.4534
H 0.18198 0.02384 3.86594 0.2416 -0.2526 0.2160
H 0.42871 1.82302 0.80490 0.1066 -0.4358 0.6293
H 0.72604 1.71449 2.61317 0.5205 0.0637 -0.7667
H 1.91117 0.86488 1.36030 -2.1013 0.9090 0.8425
H -1.61914 1.05791 0.98385 -0.0297 -1.1176 0.4104
H -2.01580 -0.62651 1.82173 0.6135 2.0089 0.2541
H -1.56029 1.02937 2.75522 -0.1354 -1.3324 -0.8924
H 1.15590 -1.28938 0.35415 -0.6412 1.1271 0.3788
H -0.48592 -1.84418 0.81688 0.1166 0.9414 -0.0698
H 0.16070 -2.45079 -2.28605 0.7362 0.2186 -0.4216

=====

[3]
30
Properties=species:S:1:pos:R:3:forces:R:3 method="wB97M-V/def2-TZVPD" relative_energy_kj_mol=77.2 charge=+1 orbital_gap_ev=5.0280
Sn -2.09248 1.36985 3.19266 0.9426 -1.8357 -1.8609
C 1.53013 -1.64404 0.20530 -1.3531 -0.3915 0.3107
C 0.84814 -0.36485 0.86500 2.9811 1.1639 1.3559
C 1.61443 0.88612 0.29472 0.3178 -0.6984 -1.2404
C 1.23158 1.21722 -1.12891 -1.3910 -0.4114 0.1401
C -0.30159 1.27818 -1.21784 0.5526 0.9392 -0.0740
C -1.10988 0.08316 -0.62807 -0.9996 1.0845 -1.4261
N -0.61161 -0.21866 0.74802 -2.4316 -2.7549 0.9885
O -1.43518 -1.22012 1.45621 2.4435 4.2462 -1.4140
C -1.10837 -1.13075 -1.65268 -0.5690 0.4667 0.6439
C -2.60413 0.61165 -0.55168 0.6043 -0.9331 0.5722
C 1.21564 -0.32740 2.38666 -0.8448 -1.9369 -0.4715
H 1.72053 -1.56246 -0.86484 0.0415 0.4045 0.1541
H 0.89015 -2.52064 0.30580 -0.3455 0.0717 0.0883
H 2.44585 -1.96617 0.70107 0.0845 0.6693 0.1422
H 2.65079 0.62307 0.08294 0.2953 -0.4511 1.1942
H 1.64341 1.76165 0.94334 -0.4840 -0.0825 0.1475
H 1.57480 0.42731 -1.79700 0.1303 -0.0859 -0.0163
H 1.76143 2.11883 -1.43625 -0.4371 0.1699 -0.1476
H -0.57095 1.51114 -2.24802 -0.3941 -0.6478 -0.1385
H -0.63548 2.18455 -0.71275 -0.0037 0.1059 0.4715
H -1.69438 -1.96565 -1.26846 0.4304 -0.1644 0.3892
H -0.13680 -1.44483 -2.03414 -0.0359 0.0714 0.3663
H -1.70571 -0.83273 -2.51434 0.1690 0.4376 -0.0728
H -3.28745 -0.23671 -0.58981 -0.1161 0.1810 -0.1243
H -2.88355 1.39535 -1.25585 0.3903 -0.4238 -0.5005
H -2.79482 1.10847 0.39959 0.2073 0.0562 0.6233
H 2.27201 -0.45541 2.62288 0.0359 0.3223 -0.4698
H 0.73697 -1.22770 2.77191 -0.0906 0.0647 0.5590
H 0.83644 0.54155 2.92446 -0.1305 0.3627 -0.1903

=====

What did the first record say?
30
Properties=species:S:1:pos:R:3:forces:R:3 method="wB97M-V/def2-TZVPD" relative_energy_kj_mol=260.6 charge=+1 orbital_gap_ev=8.7603
C -2.76251 -0.25137 -1.07979 -0.9490 0.1457 0.9934
C -2.57518 0.91496 -0.45524 -0.8094 0.6335 -2.7427
C -0.50415 0.45780 0.31004 1.0688 -0.8416 -0.3318
C -0.17984 -0.33344 -0.91600 0.5110 0.2732 -1.8900
C 0.16658 -1.05291 2.06603 -0.1082 -1.1357 1.5622
C 0.40752 1.40797 2.45592 0.9273 1.4334 0.0277
C 1.94188 0.34290 0.98599 -0.1639 2.5419 -1.6809
C 0.00381 0.35656 -2.29296 3.0274 0.6222 0.9748
C 0.52064 0.28926 1.41356 -0.1457 0.9147 1.0531
N -1.56143 1.10812 0.42867 -0.7133 1.1981 1.0473
N 0.10761 -1.60687 -0.88315 -1.8484 1.6764 2.1282
N 0.23614 -0.73629 -3.26778 -0.5826 1.4540 -0.1756
H -3.63104 -0.43310 -1.70201 0.3679 -0.0904 -0.2073
H -3.17071 1.74281 -0.87856 0.4051 0.0725 1.1672
H 0.29057 -1.07653 3.18932 0.5685 0.3252 -1.1863
H -0.92246 -1.18585 2.06233 0.0377 -0.3947 -0.5341
H 0.73228 -1.94086 1.67021 -0.7150 0.8677 0.2392
H 1.02059 2.35830 2.25758 -0.8570 -1.5166 -0.1522
H 0.70853 1.06574 3.43231 0.5360 -0.3643 0.1994
H -0.58370 1.70948 2.61438 -1.5548 0.5290 -0.0204
H 2.54098 0.30471 1.81753 1.4181 0.4464 2.2743
H 2.26992 1.20654 0.34212 -0.7081 -0.3306 0.9315
H 2.29802 -0.44510 0.47563 0.7405 -3.3181 -2.1857
H 1.01268 0.89804 -2.29905 -1.2041 -0.4096 0.5052
H -0.73878 1.18478 -2.33585 0.1524 -0.9704 -0.6390
H 0.34133 -0.41563 -4.22945 0.9215 0.6109 0.2728
H 0.59363 -1.95591 -1.66315 0.3250 -1.1277 -1.4704
H -0.65848 -1.11368 -3.39627 -1.8416 -1.5203 0.0350
H -2.21939 -1.03249 -0.61935 -0.2747 -1.2807 -0.0525
H -0.48501 -2.12273 -0.22078 1.4687 -0.4441 -0.1424